88
Properties=species:S:1:pos:R:3 method="wB97M-V/def2-TZVPD" relative_energy_ev=0.038 multiplicity=5 energy_ev=-154181.121 largest_force_ha_per_bohr=0.011
Cr 0.210 -0.835 0.916
C -1.939 -0.410 5.887
S -3.027 -0.827 4.512
C -1.962 -0.752 3.109
S -0.259 -1.139 3.249
N -2.596 -0.497 2.014
N -1.817 -0.584 0.902
C -2.411 -0.541 -0.283
C -1.580 -0.662 -1.407
C -2.040 -0.723 -2.748
C -1.145 -0.891 -3.766
C 0.233 -1.014 -3.474
C 0.622 -0.953 -2.156
N -0.227 -0.762 -1.143
H -2.545 -0.523 6.785
H -1.090 -1.085 5.936
H -1.592 0.617 5.809
H -3.492 -0.477 -0.354
H -3.104 -0.655 -2.939
H -1.493 -0.951 -4.790
H 0.966 -1.179 -4.250
H 1.661 -1.064 -1.869
C 2.975 1.390 -0.334
Si 3.485 -0.313 0.286
C 4.411 -0.959 -1.235
C 4.723 -0.123 1.683
N 2.131 -1.348 0.658
C 2.323 -2.724 0.673
C 3.553 -3.394 0.751
C 3.641 -4.779 0.714
C 2.506 -5.565 0.617
C 1.262 -4.944 0.579
C 1.202 -3.571 0.612
O -0.012 -2.872 0.645
C -1.217 -3.552 0.470
C -2.001 -3.813 1.576
C -3.229 -4.431 1.383
C -3.642 -4.786 0.106
C -2.829 -4.522 -0.990
C -1.604 -3.897 -0.812
H 3.909 1.912 -0.566
H 2.411 2.000 0.363
H 2.415 1.290 -1.270
H 5.336 -0.384 -1.340
H 3.826 -0.781 -2.143
H 4.676 -2.014 -1.214
H 5.428 0.679 1.448
H 5.303 -1.030 1.859
H 4.204 0.141 2.604
H 4.461 -2.819 0.858
H 4.618 -5.244 0.774
H 2.573 -6.644 0.589
H 0.350 -5.525 0.535
H -1.658 -3.508 2.556
H -3.864 -4.629 2.236
H -4.600 -5.267 -0.037
H -3.151 -4.796 -1.986
H -0.953 -3.666 -1.646
C -0.490 5.540 -1.408
N -1.198 4.570 -0.467
C -2.610 4.330 -1.000
N -2.575 3.874 -2.348
C -1.871 4.834 -3.189
N -0.496 5.068 -2.752
C 0.349 3.872 -2.928
P -0.219 2.400 -1.943
C -0.443 3.279 -0.348
C -2.004 2.519 -2.461
H 0.526 5.659 -1.033
H -1.030 6.485 -1.335
H -1.259 4.983 0.466
H -3.130 5.286 -0.929
H -3.074 3.595 -0.343
H -2.410 5.785 -3.164
H -1.859 4.466 -4.213
H 1.368 4.127 -2.627
H 0.385 3.611 -3.986
H 0.526 3.505 0.091
H -0.968 2.629 0.350
H -2.587 1.840 -1.835
H -2.109 2.170 -3.489
Cl 0.710 4.275 2.615
C 0.106 2.658 3.153
Cl 0.414 2.524 4.873
Cl -1.637 2.562 2.855
C 0.921 1.554 2.353
O 2.010 1.274 2.789
O 0.314 1.122 1.308



71
Properties=species:S:1:pos:R:3 method="wB97M-V/def2-TZVPD" relative_energy_ev=2.604 multiplicity=6 total_charge=+3 energy_ev=-108878.929 largest_force_ha_per_bohr=0.052
Fe 0.092 -0.242 0.509
P -0.785 -2.199 0.690
P -1.469 0.650 1.821
P 1.659 -0.286 2.020
H 4.417 0.705 -3.249
C 4.585 0.039 -2.403
C 4.804 -1.341 -2.718
H 4.483 -1.457 -3.758
C -2.064 -2.693 -0.524
C -1.679 -2.767 2.199
C 0.456 -3.525 0.485
C -1.341 2.467 1.622
C -3.280 0.430 1.541
C -1.540 0.563 3.662
C 3.252 -0.870 1.337
C 1.312 -1.375 3.468
C 1.868 1.372 2.792
H 4.981 0.547 -1.533
H 5.787 -1.805 -2.516
H -1.759 -2.414 -1.539
H -3.022 -2.208 -0.295
H -2.168 -3.785 -0.444
H -2.628 -2.227 2.317
H -1.075 -2.635 3.104
H -1.874 -3.836 2.033
H 0.949 -3.411 -0.491
H -0.097 -4.474 0.546
H 1.222 -3.470 1.271
H -1.741 2.941 2.526
H -1.922 2.786 0.753
H -0.298 2.768 1.476
H -3.809 0.524 2.498
H -3.517 -0.547 1.111
H -3.651 1.189 0.848
H -2.237 1.342 3.998
H -0.571 0.728 4.139
H -1.924 -0.411 3.981
H 4.039 -0.789 2.093
H 3.533 -0.297 0.445
H 3.127 -1.906 0.994
H 2.162 -1.269 4.150
H 1.213 -2.418 3.147
H 0.392 -1.070 3.980
H 2.703 1.305 3.497
H 0.961 1.679 3.329
H 2.081 2.110 2.008
C 2.136 0.075 -2.458
C 2.454 1.205 -1.663
C 2.276 2.485 -2.156
C 1.891 2.669 -3.495
C 1.534 1.557 -4.279
C 1.574 0.274 -3.741
S 2.310 -1.533 -1.947
H 4.029 -1.940 -2.140
H 2.806 1.059 -0.652
H 2.515 3.372 -1.545
H 1.930 3.676 -3.949
H 1.212 1.687 -5.319
H 1.176 -0.591 -4.271
S -0.790 0.315 -1.508
C -2.400 0.919 -1.599
N -2.607 2.256 -1.332
C -3.859 2.834 -1.333
C -4.961 2.039 -1.576
C -4.785 0.686 -1.887
C -3.501 0.151 -1.956
H -1.782 2.819 -1.115
H -3.893 3.901 -1.110
H -5.959 2.483 -1.532
H -5.639 0.053 -2.100
H -3.294 -0.866 -2.256



57
Properties=species:S:1:pos:R:3 method="wB97M-V/def2-TZVPD" relative_energy_ev=0.418 energy_ev=-45342.687 largest_force_ha_per_bohr=0.129
Sn -2.877 -1.113 -0.749
O -0.970 -1.674 0.909
C -0.348 -0.381 0.724
C 0.006 -0.126 -0.750
O -1.124 0.592 -1.303
H 0.656 -0.501 1.226
H -0.780 0.404 1.192
H 0.163 -1.018 -1.208
H 0.828 0.595 -0.898
O 2.616 0.159 -3.703
H 1.719 0.543 -3.748
H 3.168 0.794 -4.147
O -2.621 2.579 -2.768
H -2.109 2.769 -3.556
H -1.972 1.915 -2.428
O 3.202 -1.412 1.830
H 2.533 -1.347 2.510
H 2.662 -1.582 1.048
O -1.946 -1.999 -3.017
H -0.983 -2.244 -2.884
H -1.953 -2.087 -3.946
O 0.477 -3.641 -0.903
H 0.056 -2.984 -0.377
H 0.968 -4.039 -0.160
O 2.675 -1.909 -1.139
H 1.768 -2.093 -1.359
H 3.191 -2.549 -1.607
O -1.790 -3.891 1.518
H -1.488 -2.992 1.480
H -1.129 -4.491 1.293
O -0.956 2.748 2.735
H -0.661 3.656 2.919
H -0.851 2.697 1.825
O -3.502 0.832 0.593
H -4.064 0.969 1.384
H -3.080 1.621 0.338
O 0.608 -1.495 3.473
H 0.186 -1.519 2.591
H 0.777 -0.598 3.741
O -0.533 2.761 0.122
H -0.925 3.276 -0.556
H -0.564 1.909 -0.359
O -2.483 -0.598 3.143
H -3.232 -0.210 2.687
H -1.888 -0.758 2.418
O 2.047 2.005 1.029
H 2.317 2.915 0.995
H 1.147 2.134 0.843
O 3.368 1.385 -1.259
H 2.814 1.524 -0.485
H 2.748 0.868 -1.789
O 0.091 1.433 -3.408
H -0.142 0.919 -2.613
H -0.440 0.994 -4.093
O 1.073 1.245 3.867
H 1.295 1.289 2.938
H 0.232 1.737 3.864



112
Properties=species:S:1:pos:R:3 method="wB97M-V/def2-TZVPD" total_charge=+3 energy_ev=-112694.159 largest_force_ha_per_bohr=0.056
Ru -0.021 0.167 -0.073
O 0.946 0.128 3.474
S -0.271 -0.144 2.689
C -1.570 0.928 3.242
C -2.039 0.821 4.551
C -3.011 1.702 4.988
C -3.509 2.675 4.127
C -3.027 2.777 2.834
C -2.033 1.908 2.380
P -1.326 2.083 0.727
C -0.263 3.552 0.800
C 0.686 3.743 -0.205
C 1.517 4.850 -0.188
C 1.419 5.774 0.844
C 0.480 5.593 1.849
C -0.360 4.490 1.830
C -2.755 2.599 -0.263
C -2.657 3.666 -1.149
C -3.777 4.078 -1.863
C -4.991 3.432 -1.691
C -5.091 2.360 -0.808
C -3.978 1.947 -0.098
C -0.915 -1.718 3.063
C -0.819 -2.278 4.334
C -1.456 -3.487 4.555
C -2.159 -4.110 3.525
C -2.187 -3.563 2.253
C -1.535 -2.352 2.016
P -1.222 -1.868 0.304
C -0.177 -3.295 -0.109
C 1.073 -3.346 0.515
C 1.849 -4.484 0.427
C 1.391 -5.590 -0.285
C 0.141 -5.558 -0.876
C -0.653 -4.421 -0.776
C -2.804 -2.019 -0.523
C -2.903 -2.443 -1.851
C -4.140 -2.534 -2.466
C -5.290 -2.200 -1.759
C -5.200 -1.768 -0.443
C -3.962 -1.682 0.177
H -1.655 0.068 5.221
H -3.388 1.626 5.999
H -4.270 3.361 4.469
H -3.424 3.542 2.177
H 0.773 3.035 -1.024
H 2.236 4.999 -0.981
H 2.072 6.634 0.864
H 0.399 6.313 2.650
H -1.078 4.374 2.626
H -1.724 4.198 -1.277
H -3.700 4.918 -2.537
H -5.863 3.770 -2.231
H -6.039 1.863 -0.665
H -4.072 1.127 0.603
H -0.254 -1.786 5.111
H -1.406 -3.951 5.529
H -2.655 -5.052 3.709
H -2.675 -4.098 1.449
H 1.427 -2.506 1.111
H 2.802 -4.526 0.933
H 1.998 -6.479 -0.353
H -0.234 -6.424 -1.400
H -1.641 -4.442 -1.207
H -2.019 -2.691 -2.420
H -4.212 -2.868 -3.489
H -6.257 -2.288 -2.232
H -6.095 -1.513 0.105
H -3.906 -1.358 1.210
N 10.116 -2.230 -0.961
C 9.006 -1.972 -0.869
C 7.609 -1.646 -0.753
C 7.170 -0.362 -1.065
C 5.827 -0.047 -0.940
C 4.921 -1.015 -0.515
C 5.363 -2.299 -0.213
C 6.707 -2.616 -0.327
C 3.474 -0.674 -0.376
C 3.099 0.237 0.611
C 4.011 0.862 1.523
C 3.293 1.725 2.289
C 1.940 1.614 1.843
N 1.800 0.732 0.862
C 2.576 -1.247 -1.265
C 2.913 -2.133 -2.371
C 1.760 -2.432 -3.020
C 0.742 -1.715 -2.321
N 1.211 -1.027 -1.286
H 7.880 0.378 -1.405
H 5.486 0.948 -1.189
H 4.662 -3.051 0.118
H 7.062 -3.608 -0.087
H 5.065 0.655 1.567
H 3.633 2.375 3.074
H 1.122 2.217 2.197
H 3.910 -2.450 -2.614
H 1.615 -3.042 -3.892
H -0.307 -1.685 -2.576
S -2.657 1.141 -3.701
C -2.248 0.454 -2.214
N -0.991 0.524 -1.849
C -0.242 1.235 -2.820
C 1.134 1.509 -2.807
C 1.670 2.223 -3.855
C 0.875 2.652 -4.928
C -0.469 2.364 -4.971
C -1.019 1.650 -3.904
H -3.012 0.007 -1.605
H 1.775 1.162 -2.011
H 2.726 2.444 -3.862
H 1.327 3.205 -5.737
H -1.077 2.677 -5.805